Record 1
Formula: C5H6O2
Source: the Open Molecules 2025 dataset
Level of theory: ωB97M-V/def2-TZVPD

The geometry in XYZ format:
```
13
Properties=species:S:1:pos:R:3:nbo_charge:R:1
C -0.198 -0.386 0.603 -0.269
H 0.839 0.292 2.363 0.216
H -0.858 0.884 2.284 0.226
H 0.373 1.465 1.159 0.203
C 0.965 -0.800 0.066 0.258
H -0.487 -0.948 -2.495 0.224
C 0.015 0.594 1.714 -0.609
H 1.846 -1.135 0.603 0.198
C -0.176 -0.220 -1.754 -0.189
C -1.081 -0.092 -0.528 0.521
H -0.084 0.774 -2.213 0.220
O 1.089 -0.688 -1.261 -0.457
O -2.241 0.262 -0.541 -0.542
```

Values from the calculation:
HOMO energy (eV): -8.873
Calculated total energy (eV): -9375.42941
Orbital gap (eV): 9.44
SMILES: CC1=COCC1=O

***

Record 2
Formula: C4H5NO2S
Source: the Open Molecules 2025 dataset
Level of theory: ωB97M-V/def2-TZVPD

The geometry in XYZ format:
```
13
Properties=species:S:1:pos:R:3:nbo_charge:R:1
H 1.749 -0.069 0.624 0.229
S -0.436 2.404 0.053 0.150
O -4.332 0.429 0.262 -0.399
H -0.534 -1.421 -0.342 0.251
H -4.411 -0.570 0.366 0.494
H 1.958 0.196 -1.151 0.230
N -3.055 0.700 0.106 0.060
C 1.564 0.606 -0.191 -0.658
C -0.808 -0.329 -0.230 -0.171
H 2.095 1.600 -0.165 0.245
C 0.028 0.771 -0.192 -0.163
C -2.315 -0.385 -0.199 0.424
O -2.901 -1.447 -0.518 -0.692
```

Values from the calculation:
HOMO energy (alpha / beta) (eV): -8.436 / -8.483
Calculated total energy (eV): -20643.73840
Orbital gap (alpha / beta) (eV): 4.90 / 4.98

***

Record 3
Formula: C4H8O2
Source: the Open Molecules 2025 dataset
Level of theory: ωB97M-V/def2-TZVPD

The geometry in XYZ format:
```
14
Properties=species:S:1:pos:R:3:nbo_charge:R:1
H 2.170 0.949 0.359 0.225
H 2.400 -0.130 -1.031 0.218
C -1.642 0.611 -0.186 -0.283
H -2.507 1.197 0.181 0.211
H -1.968 -1.199 0.362 0.467
O 0.006 -0.205 1.313 -0.567
C 0.904 -0.820 0.371 -0.079
C 1.660 0.294 -0.353 -0.639
H 0.388 -1.469 -0.341 0.194
H -1.351 1.095 -1.129 0.223
H 1.597 -1.390 0.991 0.198
C -0.636 0.898 0.899 0.335
H 0.971 0.893 -0.955 0.209
O -1.992 -0.723 -0.480 -0.713
```

Values from the calculation:
HOMO energy (eV): -8.230
Calculated total energy (eV): -8368.57870
Orbital gap (eV): 8.53

***

Record 4
Formula: C5H11NO
Source: the Open Molecules 2025 dataset
Level of theory: ωB97M-V/def2-TZVPD

The geometry in XYZ format:
```
18
Properties=species:S:1:pos:R:3:nbo_charge:R:1
H 2.163 -0.649 0.922 0.205
H -0.676 -1.164 -1.663 0.201
H -1.322 1.375 1.769 0.215
C -1.673 0.495 1.221 -0.630
H 0.690 -0.849 1.914 0.183
H -1.109 1.124 -0.838 0.221
C -0.662 -1.034 -0.582 -0.246
H -1.526 -0.389 1.849 0.205
O 0.931 1.536 -2.254 -0.594
N 0.393 -0.179 -0.117 -0.401
H 2.414 0.504 -1.292 0.100
H 1.265 0.763 1.451 0.209
C 1.514 0.523 -1.944 0.298
C 1.152 -0.268 1.108 -0.413
H 1.204 -0.477 -2.310 0.098
C -0.954 0.338 -0.093 -0.070
H -0.982 -1.899 -0.002 0.194
H -2.745 0.600 1.033 0.226
```

Values from the calculation:
HOMO energy (eV): -9.128
Calculated total energy (eV): -8898.60883
Orbital gap (eV): 10.03
SMILES: C[C@@H]1CN1C.C=O

***

Short version: energy above the lowest of the compared OMol25 structures with the same formula, charge and spin = 38.4 148.5 108.5 71.2 kcal/mol, in the order given.